Entry from the Open Molecules 2025 dataset: a structure of composition C4H9NO4Rb in a non-equilibrium geometry (wB97M-V/def2-TZVPD).

Positions of all 19 atoms, in Å:
Rb (4.470000, -2.071481, -3.644778)
C (0.022357, 2.036031, 2.513802)
C (0.159093, 1.648620, 1.008866)
O (1.299881, 1.531874, 0.505216)
N (-1.075378, 1.789850, 0.139277)
H (-0.937594, 1.123717, -0.607300)
H (-1.936834, 1.508833, 0.585410)
C (-1.211984, 3.247679, -0.349756)
H (0.146674, 3.107497, 2.670635)
H (0.729003, 1.443250, 3.094624)
H (-0.841544, 1.671818, 3.069800)
H (-0.860951, 3.969852, 0.387360)
H (-2.283982, 3.444791, -0.341287)
H (-0.761933, 3.432844, -1.325081)
O (1.630509, -5.514427, -1.263093)
C (0.332091, -5.333473, -1.579992)
O (-0.491309, -6.294017, -1.493541)
O (-0.024594, -4.268933, -2.094058)
H (1.636495, -6.474326, -1.276102)

Forces on the atoms, in the same order (eV/Å):
-0.269 -0.329 0.100
-0.424 -1.559 -0.251
5.113 1.178 0.972
-5.601 -0.005 1.103
1.277 0.642 -0.274
0.040 -0.109 -0.888
-0.230 -0.080 0.661
-1.035 0.139 0.350
0.139 -0.108 -0.167
0.902 0.470 -0.529
-0.883 0.386 -0.770
0.590 -0.516 0.120
0.016 -0.148 -0.579
0.016 -0.446 0.249
1.289 -0.322 0.242
-4.583 -0.817 -1.864
1.982 -0.312 0.974
1.224 2.433 0.066
0.437 -0.497 0.487

Results
- Kohn-Sham gap (eV) = 3.11
- relative energy (zero: lowest compared OMol25 entry of this formula, charge and spin) (kcal/mol) = 57.8
- total energy (Ha) = -537.2779
- total charge = +1
- E_LUMO (eV) = -4.606
- spin multiplicity = 1